Density functional theory data (ωB97M-V/def2-TZVPD) for a structure of composition C36H28ClF12N3O6PdS2SbTe.

LUMO level (alpha / beta)	0.130 / 0.131	hartree
energy above the lowest of the compared OMol25 structures with the same formula, charge and spin	104.78	kcal per mole
expectation value of S²	0.754
HOMO (alpha / beta)	-0.07581 / -0.07621	Eh

Geometry as ORCA input:
```
! RIJCOSX wB97M-V def2-TZVPD def2/J DEFGRID3
* xyz -2 2
Pd -0.698 -2.256 0.565
C 1.337 4.828 0.669
C 1.305 3.332 0.803
C 2.199 2.509 0.206
C 2.244 1.092 0.227
C 3.180 0.425 -0.601
O 3.294 -0.789 -0.854
C 4.245 1.261 -1.299
C 5.229 1.939 -0.587
C 6.260 2.594 -1.248
C 6.314 2.588 -2.636
C 5.337 1.909 -3.354
C 4.321 1.242 -2.688
C 1.226 0.269 1.033
O 0.789 -0.786 0.310
C -0.030 1.225 1.499
C 0.200 2.758 1.552
C -1.287 0.829 0.814
N -1.986 -0.097 1.393
C -3.386 -0.494 1.097
C -3.784 -0.853 -0.315
Te -2.761 -2.568 -1.138
C -1.717 -1.475 -2.633
C -2.438 -0.858 -3.653
C -1.776 -0.177 -4.664
C -0.387 -0.127 -4.672
C 0.333 -0.744 -3.660
C -0.326 -1.415 -2.637
C -1.723 1.593 -0.370
C -2.906 2.327 -0.359
C -3.229 3.128 -1.444
C -2.361 3.214 -2.525
C -1.165 2.510 -2.516
C -0.837 1.705 -1.436
H 2.224 5.144 0.117
H 1.357 5.325 1.645
H 0.455 5.210 0.140
H 2.950 3.002 -0.405
H 5.177 1.950 0.496
H 7.023 3.111 -0.678
H 7.114 3.105 -3.154
H 5.374 1.895 -4.438
H 3.574 0.683 -3.240
H -0.735 3.295 1.368
H -4.006 0.313 1.496
H -3.520 -1.363 1.738
H -3.683 -0.042 -1.034
H -4.836 -1.136 -0.272
H -3.521 -0.910 -3.660
H -2.345 0.314 -5.444
H 0.131 0.405 -5.461
H 1.414 -0.690 -3.635
H 0.251 -1.851 -1.830
H -3.545 2.304 0.516
H -4.144 3.707 -1.430
H -2.609 3.849 -3.367
H -0.476 2.592 -3.346
H 0.101 1.159 -1.401
F -2.011 -4.508 1.932
Sb -2.775 -6.239 2.070
F -2.366 -6.522 0.230
F -1.085 -6.971 2.521
F -3.546 -7.971 2.156
F -3.161 -5.961 3.898
F -4.455 -5.513 1.574
F 3.050 -0.956 1.985
C 1.953 -0.254 2.300
F 2.364 0.747 3.122
F 1.186 -1.064 3.053
S -0.438 1.408 3.310
O -1.547 -0.648 2.500
O 0.378 2.789 3.051
N -1.985 1.875 3.247
S -2.482 3.215 3.865
O -2.618 4.293 2.917
O -1.969 3.535 5.171
C -4.230 2.701 4.153
F -4.324 1.692 5.018
F -4.829 2.325 3.010
F -4.922 3.737 4.649
Cl 4.686 -4.010 0.886
C 3.027 -4.441 0.590
C 2.609 -5.746 0.772
C 1.288 -6.051 0.503
C 0.448 -5.034 0.082
N 0.856 -3.771 -0.054
C 2.133 -3.461 0.188
H 3.305 -6.497 1.125
H 0.887 -7.044 0.651
H -0.593 -5.236 -0.126
H 2.426 -2.423 0.050
*
```

Here are the Mulliken charges for atoms 1 to 5, given in e: -0.90 -2.00 -0.31 -1.12 -1.34

Density functional theory data (ωB97M-V/def2-TZVPD) for a cluster of 7 separate species, C26H65ClFNO10 in total in a non-equilibrium geometry.

LUMO level	0.013	hartree
HOMO	-0.33737	Eh

Geometry as ORCA input:
```
! RIJCOSX wB97M-V def2-TZVPD def2/J DEFGRID3
* xyz 0 1
C -0.138 2.518 8.358
O -0.011 1.941 7.063
C 0.057 0.515 7.134
C 0.412 -0.074 5.717
C 0.126 -1.626 5.634
C -1.097 -1.989 4.688
C -0.604 -2.647 3.322
C -1.096 -1.801 2.087
C -0.177 -1.979 0.802
C 0.197 -0.543 0.289
C 1.085 -0.583 -1.028
Cl 2.065 0.999 -0.973
O 2.013 -1.608 -0.831
C 2.422 -2.240 -2.049
C 3.192 -1.338 -3.069
C 3.373 -2.211 -4.390
C 4.641 -0.889 -2.637
C 5.082 -1.302 -1.194
C 4.863 0.689 -2.737
O 0.336 -0.720 -2.203
C -0.518 0.380 -2.484
C -1.966 -0.232 -2.712
C -2.799 -0.376 -1.392
C -3.206 0.983 -0.722
C -4.549 1.533 -1.385
N -4.345 2.843 -2.063
C -0.162 1.105 -3.844
C -1.011 2.409 -4.103
C -0.321 3.749 -3.695
C 0.269 3.769 -2.239
F 0.612 4.199 -4.648
O 1.226 1.400 -3.974
C 1.623 1.404 -5.362
H 0.596 3.345 8.503
H -1.158 2.938 8.543
H 0.044 1.767 9.174
H 0.876 0.226 7.848
H -0.928 0.128 7.504
H 1.509 0.079 5.582
H -0.188 0.473 4.951
H -0.161 -1.959 6.670
H 1.049 -2.203 5.366
H -1.696 -2.765 5.216
H -1.706 -1.072 4.519
H -0.984 -3.684 3.190
H 0.511 -2.587 3.360
H -2.171 -1.949 1.834
H -0.989 -0.722 2.388
H 0.772 -2.432 1.183
H -0.644 -2.622 0.021
H -0.660 0.159 0.210
H 0.879 -0.107 1.066
H 3.130 -3.055 -1.747
H 1.590 -2.780 -2.576
H 2.636 -0.428 -3.385
H 2.414 -2.679 -4.711
H 4.149 -2.993 -4.168
H 3.831 -1.577 -5.194
H 5.389 -1.331 -3.347
H 5.001 -2.405 -1.001
H 6.121 -1.007 -0.927
H 4.413 -0.825 -0.428
H 4.770 1.065 -1.686
H 4.148 1.179 -3.433
H 5.902 0.930 -3.062
H -0.608 1.139 -1.680
H -2.570 0.354 -3.442
H -1.850 -1.258 -3.146
H -3.757 -0.897 -1.661
H -2.301 -1.068 -0.664
H -3.467 0.839 0.360
H -2.416 1.771 -0.744
H -4.971 0.813 -2.131
H -5.349 1.688 -0.625
H -3.475 3.287 -1.788
H -4.351 2.698 -3.070
H -0.442 0.366 -4.646
H -1.179 2.458 -5.213
H -2.037 2.379 -3.656
H -1.127 4.530 -3.699
H 0.411 4.832 -1.931
H -0.475 3.247 -1.594
H 1.268 3.284 -2.237
H 2.332 0.580 -5.599
H 2.175 2.370 -5.504
H 0.744 1.447 -6.048
O 5.143 -4.843 -3.896
H 5.140 -5.266 -3.031
H 5.609 -5.468 -4.460
O -5.404 2.903 1.615
H -6.336 2.712 1.465
H -5.171 3.502 0.897
O -7.742 0.862 -0.272
H -7.889 -0.070 -0.080
H -8.136 0.986 -1.141
O 2.854 -2.712 4.121
H 3.514 -2.033 3.945
H 2.861 -3.256 3.327
O -3.322 4.449 7.371
H -3.244 5.399 7.242
H -2.461 4.106 7.110
O -0.434 -5.314 -0.492
H -1.366 -5.507 -0.635
H -0.212 -4.697 -1.197
*
```

Here are the Mulliken charges for atoms 1 to 5, given in e: -0.75 -0.32 -0.57 -0.50 -0.61

Density functional theory data (ωB97M-V/def2-TZVPD) for a cluster of 2 separate species, C3H8ClP in total in a non-equilibrium geometry.

LUMO level (alpha / beta)	0.037 / -0.029	hartree
energy above the lowest of the compared OMol25 structures with the same formula, charge and spin	11.68	kcal per mole
expectation value of S²	2.005
HOMO (alpha / beta)	-0.29523 / -0.33112	Eh

Geometry as ORCA input:
```
! RIJCOSX wB97M-V def2-TZVPD def2/J DEFGRID3
* xyz 0 3
C -1.250 2.810 -0.037
C 0.534 -1.133 -1.267
C 0.525 -0.790 1.506
P 0.660 0.240 -0.024
Cl 2.650 0.530 -0.059
H -0.454 3.487 -0.388
H -1.807 2.513 -0.944
H 1.254 -1.919 -1.043
H -0.476 -1.535 -1.237
H 0.728 -0.740 -2.264
H 0.684 -0.161 2.379
H -0.479 -1.205 1.554
H 1.261 -1.594 1.493
*
```

Here are the natural (NBO) charges for atoms 1 to 5, given in e: -0.25 -0.95 -0.95 0.84 -0.31